# C18H41BrNO

A 3-piece molecular cluster, C18H41BrNO overall (wB97M-V/def2-TZVPD, OMol25).

Each atom is followed by the atoms it is bonded to, with distances in Å.
Positions of all 62 atoms, in Å:
1 Br 1.1233 4.7198 -0.5180  C2 1.941
2 C 2.8293 3.8184 -0.3037  Br1 1.941, C3 1.517, H10 1.084, H11 1.088
3 C 3.9373 4.8050 0.0145  C2 1.517, C4 1.528, H12 1.095, H13 1.090
4 C 3.7909 5.4785 1.3787  C3 1.528, C5 1.526, H14 1.091, H15 1.092
5 C 3.8119 4.5128 2.5607  C4 1.526, C6 1.553, O9 1.454, H16 1.092
6 C 4.9564 4.7182 3.5897  C5 1.553, N7 1.503, H17 1.086, H18 1.087
7 N 4.2211 5.2691 4.7793  C6 1.503, C8 1.523, H19 1.021, H20 1.023
8 C 2.9108 4.5021 4.6653  N7 1.523, O9 1.371, H21 1.095, H22 1.087
9 O 2.6049 4.7138 3.3462  C5 1.454, C8 1.371
10 H 3.0189 3.3008 -1.2374  C2 1.084
11 H 2.6671 3.0787 0.4775  C2 1.088
12 H 4.9032 4.2964 -0.0672  C3 1.095
13 H 3.9294 5.5868 -0.7447  C3 1.090
14 H 2.8401 6.0132 1.4072  C4 1.091
15 H 4.5854 6.2186 1.4953  C4 1.092
16 H 3.8285 3.4726 2.2294  C5 1.092
17 H 5.7388 5.4001 3.2712  C6 1.086
18 H 5.3979 3.7765 3.9061  C6 1.087
19 H 4.7179 5.1869 5.6674  N7 1.021
20 H 4.0009 6.2537 4.6082  N7 1.023
21 H 3.1474 3.4624 4.9143  C8 1.095
22 H 2.1498 4.9117 5.3242  C8 1.087
23 C -1.7782 -1.7505 0.9724  C24 1.525, H29 1.092, H30 1.090, H31 1.093
24 C -2.3956 -0.9485 -0.1679  C23 1.525, C25 1.528, H32 1.094, H33 1.093
25 C -1.3709 -0.1844 -1.0043  C24 1.528, C26 1.530, H34 1.093, H35 1.095
26 C -0.5631 0.8598 -0.2314  C25 1.530, C27 1.528, H36 1.096, H37 1.095
27 C -1.4000 1.9214 0.4807  C26 1.528, C28 1.524, H38 1.095, H39 1.094
28 C -2.2538 2.7583 -0.4647  C27 1.524, H40 1.092, H41 1.091, H42 1.091
29 H -1.2710 -1.1057 1.6929  C23 1.092
30 H -2.5388 -2.3121 1.5158  C23 1.090
31 H -1.0458 -2.4664 0.5919  C23 1.093
32 H -3.1445 -0.2588 0.2317  C24 1.094
33 H -2.9375 -1.6287 -0.8296  C24 1.093
34 H -1.8823 0.2962 -1.8423  C25 1.093
35 H -0.6738 -0.9015 -1.4505  C25 1.095
36 H 0.1153 1.3608 -0.9318  C26 1.096
37 H 0.0745 0.3566 0.5024  C26 1.095
38 H -0.7220 2.5847 1.0271  C27 1.095
39 H -2.0387 1.4531 1.2349  C27 1.094
40 H -1.6296 3.2508 -1.2137  C28 1.092
41 H -2.7985 3.5320 0.0781  C28 1.091
42 H -2.9903 2.1516 -0.9930  C28 1.091
43 C -2.8201 -7.9683 -2.0843  C44 1.525, H49 1.091, H50 1.090, H51 1.092
44 C -2.1042 -7.0684 -3.0854  C43 1.525, C45 1.528, H52 1.094, H53 1.093
45 C -1.2570 -5.9784 -2.4304  C44 1.528, C46 1.530, H54 1.093, H55 1.095
46 C -2.0393 -5.0007 -1.5509  C45 1.530, C47 1.528, H56 1.096, H57 1.093
47 C -3.1839 -4.2765 -2.2575  C46 1.528, C48 1.525, H58 1.094, H59 1.093
48 C -2.7260 -3.4115 -3.4267  C47 1.525, H60 1.094, H61 1.091, H62 1.091
49 H -3.5252 -7.4074 -1.4687  C43 1.091
50 H -3.3822 -8.7530 -2.5915  C43 1.090
51 H -2.1049 -8.4504 -1.4140  C43 1.092
52 H -2.8377 -6.6155 -3.7586  C44 1.094
53 H -1.4548 -7.6786 -3.7181  C44 1.093
54 H -0.7256 -5.4251 -3.2096  C45 1.093
55 H -0.4833 -6.4521 -1.8176  C45 1.095
56 H -1.3411 -4.2537 -1.1566  C46 1.096
57 H -2.4365 -5.5285 -0.6797  C46 1.093
58 H -3.6962 -3.6456 -1.5256  C47 1.094
59 H -3.9296 -4.9975 -2.6031  C47 1.093
60 H -1.9958 -2.6676 -3.0960  C48 1.094
61 H -3.5646 -2.8783 -3.8763  C48 1.091
62 H -2.2589 -4.0077 -4.2119  C48 1.091

**Gap between HOMO and LUMO**: 0.3132 hartree
**Total charge**: +1
**Maximum force**: 0.2 eV Å⁻¹
**HOMO**: -0.4412 Eh
**E_LUMO**: -3.48 eV

natural (NBO) atomic charge list, values in e, 8 entries: Br 0.001; C -0.431; C -0.424; C -0.441; C 0.072; C -0.252; N -0.521; C 0.103

# C4H12O

A 2-piece molecular cluster, C4H12O overall in a non-equilibrium geometry (wB97M-V/def2-TZVPD, OMol25).

Each atom is followed by the atoms it is bonded to, with distances in Å.
Positions of all 17 atoms, in Å:
1 C 3.8334 0.7737 2.0703  O2 1.453, H3 1.054, H4 1.133, H5 1.128
2 O 3.8204 1.4843 0.8024  C1 1.453, H6 0.936
3 H 4.8610 0.9092 2.2589  C1 1.054
4 H 3.0284 1.1817 2.7551  C1 1.133
5 H 3.6465 -0.3203 1.8679  C1 1.128
6 H 3.6831 2.3750 1.0548  O2 0.936
7 C -1.7319 -0.2399 0.2163  C8 1.557, H10 1.116, H11 1.135, H12 1.099
8 C -1.6769 -0.9878 -1.1479  C7 1.557, C9 1.502, H13 1.070, H14 1.105
9 C -2.7600 -0.5620 -2.0970  C8 1.502, H15 1.109, H16 1.063, H17 1.056
10 H -2.1957 -0.8427 1.0332  C7 1.116
11 H -2.4180 0.6519 0.0641  C7 1.135
12 H -0.7006 -0.0475 0.5430  C7 1.099
13 H -1.8048 -2.0488 -1.0971  C8 1.070
14 H -0.6341 -0.8743 -1.4968  C8 1.105
15 H -3.6790 -0.7100 -1.4933  C9 1.109
16 H -2.4686 0.4225 -2.3714  C9 1.063
17 H -2.8032 -1.1649 -2.9626  C9 1.056

**Energy relative to the best compared isomer or geometry (same formula, charge and spin)**: 1.628 eV
**Gap between HOMO and LUMO (alpha / beta)**: 0.3184 / 0.0748 hartree
**Total charge**: +1
**2S+1**: 2
**Maximum force**: 4.3 eV Å⁻¹
**HOMO (alpha / beta)**: -0.4876 / -0.4876 Eh
**⟨S²⟩**: 0.754
**E_LUMO (alpha / beta)**: -4.60 / -11.23 eV

natural (NBO) atomic charge list, values in e, 8 entries: C -0.314; O -0.083; H 0.317; H 0.280; H 0.288; H 0.512; C -0.620; C -0.393